[1]
2 unconnected molecules or ions with the total composition C5H10O, computed with ωB97M-V with the def2-TZVPD basis set.

The value obtained for the HOMO energy is -8.61 eV. The energy above the lowest of the compared OMol25 structures with the same formula, charge and spin is 4.030 eV. The calculation puts the frontier orbital gap at 9.43 eV.

XYZ file:
```
16
Properties=species:S:1:pos:R:3:forces:R:3:nbo_charge:R:1
C 1.3664 -1.2533 -0.6213 0.1 0.0 0.0 -0.648
C 0.2113 -0.2947 -0.7061 0.1 0.2 -0.1 0.030
C 0.2166 0.7809 -1.4917 0.0 -0.1 0.1 -0.390
C -0.9609 -0.5833 0.2221 -0.1 0.1 0.0 -0.600
C -0.6594 0.2017 1.4805 0.1 -0.4 -0.1 0.286
O 0.0380 -0.5971 2.2696 -0.1 0.3 0.1 -0.665
H 2.2403 -0.8772 -1.1601 -0.1 0.0 0.1 0.217
H 1.6472 -1.4331 0.4228 0.0 0.0 -0.1 0.223
H 1.0906 -2.2251 -1.0483 0.0 0.1 0.1 0.218
H -0.6269 1.4657 -1.5252 0.1 -0.1 0.0 0.205
H 1.0659 1.0106 -2.1304 -0.1 -0.1 0.1 0.197
H -1.6242 3.1781 0.3366 0.0 0.0 0.0 -0.038
H -1.8906 -0.2076 -0.2149 0.2 0.0 0.1 0.232
H -1.0446 -1.6635 0.4080 0.0 0.2 0.0 0.215
H -1.3563 2.5837 0.7032 -0.1 0.1 0.0 0.020
H 0.2863 -0.0861 3.0552 0.0 -0.1 -0.1 0.500
```
Positions in Å, forces in eV/Å.

---

[2]
3 unconnected molecules or ions with the total composition C28H55BClN2O9 at a distorted geometry, computed with ωB97M-V with the def2-TZVPD basis set.

The value obtained for the HOMO energy is -11.96 eV. As for the total charge: +1. The calculation puts the frontier orbital gap at 7.42 eV.

XYZ file:
```
96
Properties=species:S:1:pos:R:3:forces:R:3:lowdin_charge:R:1
C -7.1578 0.5149 1.8391 -1.1 -0.3 -0.5 -0.133
C -7.8557 0.8950 0.4360 1.2 0.7 0.0 -0.251
C -6.7075 1.5519 -0.4965 -1.3 -0.7 0.3 -0.226
C -5.6234 0.4472 -0.9216 -0.6 1.3 -0.4 -0.213
C -5.6781 0.2518 -2.5113 0.4 -0.5 0.4 -0.228
C -6.5946 -1.0161 -2.9021 1.1 0.9 -0.8 -0.199
C -6.1177 -1.5888 -4.3326 -1.0 -0.9 0.3 -0.215
C -5.2431 -2.9312 -4.1962 0.2 1.9 0.2 -0.207
C -3.8550 -2.6384 -3.4145 -0.2 -1.7 -0.9 -0.190
C -3.2647 -4.0768 -2.9466 -0.5 0.5 0.6 -0.202
C -2.6737 -4.0429 -1.4479 -0.1 -0.7 -0.6 -0.185
C -1.1938 -3.3767 -1.3915 -0.7 -0.1 -0.2 -0.144
C -0.1510 -4.3683 -0.6936 -2.0 -1.2 -1.3 -0.191
N 0.7157 -3.7329 0.3609 0.5 -0.3 -1.0 -0.452
Cl 1.8782 -4.9712 0.8355 -0.1 -0.1 0.4 0.928
C 1.5331 -2.5525 -0.1184 2.3 1.9 -0.8 -0.192
C 2.1345 -2.7070 -1.5855 0.3 -1.4 -0.3 -0.162
C 3.2170 -1.6018 -1.9834 -0.4 0.7 -0.5 -0.145
C 3.0052 -0.1723 -1.3106 1.6 0.4 -0.8 -0.199
N 1.9642 0.6686 -2.0205 0.1 0.6 1.6 -0.146
C 2.5648 1.4242 -3.1576 -0.8 0.8 -1.3 -0.091
C 1.5690 1.7306 -1.0428 1.4 2.1 1.8 -0.394
C 0.0265 2.1316 -0.7997 1.6 -0.3 -1.1 0.008
O 2.4608 2.3509 -0.4212 -3.0 -2.1 -1.9 0.037
B -0.0405 -3.3056 1.6201 -1.6 1.4 3.7 -0.604
O 0.6412 -2.4465 2.5634 -1.3 -0.8 -2.8 0.126
O -1.3892 -3.6697 1.8952 2.3 1.3 -1.9 0.166
H -6.2472 1.1708 2.0049 -1.2 -0.8 0.0 0.070
H -6.8443 -0.5855 1.8213 -0.3 1.6 0.2 0.067
H -7.9357 0.6596 2.6601 1.3 -0.3 -0.8 0.074
H -8.6701 1.6765 0.5597 0.9 -1.0 0.1 0.101
H -8.3148 -0.0215 -0.0663 0.6 1.2 0.6 0.105
H -6.2495 2.4236 0.0715 -0.5 -1.1 -0.7 0.104
H -7.2474 1.9798 -1.4074 1.0 -0.5 1.0 0.102
H -4.5980 0.8369 -0.5927 -1.3 -0.8 -0.5 0.102
H -5.8853 -0.5321 -0.3846 0.6 1.3 -0.8 0.095
H -6.0809 1.1732 -3.0553 0.6 -1.2 0.9 0.113
H -4.5945 0.1332 -2.8650 -1.6 -0.1 0.2 0.093
H -7.6663 -0.6486 -3.0267 1.3 -0.7 0.5 0.113
H -6.4919 -1.7953 -2.0679 -0.4 0.9 -1.3 0.109
H -7.0848 -1.8938 -4.8765 1.5 0.5 0.5 0.109
H -5.5934 -0.7780 -4.9467 -0.7 -1.2 0.9 0.116
H -5.8914 -3.6933 -3.6473 1.0 0.8 -0.8 0.113
H -4.9707 -3.2506 -5.2501 -0.5 -0.1 1.3 0.114
H -3.9840 -1.9218 -2.5416 0.2 -1.0 -1.1 0.092
H -3.1384 -2.2481 -4.2062 -0.9 0.1 1.2 0.112
H -2.4959 -4.4817 -3.6960 -1.0 0.6 1.2 0.119
H -4.1431 -4.8033 -2.9644 1.2 0.8 0.2 0.103
H -3.4045 -3.5133 -0.7366 1.1 -0.6 -1.1 0.119
H -2.6572 -5.1363 -1.0939 0.3 1.6 -0.4 0.113
H -0.8366 -3.1581 -2.4605 -0.5 -0.3 1.6 0.118
H -1.3155 -2.3698 -0.8792 0.5 -1.2 -0.4 0.119
H 0.4447 -4.8910 -1.5185 -0.3 1.0 1.5 0.146
H -0.7334 -5.2120 -0.1763 0.9 1.4 -0.5 0.137
H 2.4297 -2.4797 0.5948 -1.5 -0.1 -0.9 0.142
H 0.9944 -1.5476 -0.0159 0.2 -1.7 -0.2 0.142
H 1.3340 -2.8000 -2.4017 1.0 0.5 1.4 0.113
H 2.6818 -3.7204 -1.6062 -0.8 1.4 0.0 0.115
H 3.1074 -1.4415 -3.1169 0.2 -0.3 1.7 0.121
H 4.3030 -1.9438 -1.8458 -1.7 0.3 0.2 0.128
H 2.8286 -0.1860 -0.1892 0.1 -0.1 -1.4 0.121
H 3.9939 0.4015 -1.4595 -1.2 -1.0 0.6 0.125
H 3.5692 1.9076 -2.9337 -1.1 -0.8 -0.1 0.104
H 1.8450 2.2918 -3.3901 1.1 -1.3 0.2 0.108
H 2.6047 0.7990 -4.1153 0.1 0.7 1.5 0.100
H 0.0172 3.0153 -0.0929 0.0 -1.3 -0.8 0.095
H -0.5110 1.2157 -0.4028 0.4 1.2 -0.6 0.070
H -0.3543 2.4612 -1.8295 0.1 -0.7 1.5 0.094
H 0.4001 -1.5145 2.3526 0.4 -0.7 0.6 0.132
H -1.8799 -2.8116 1.8873 0.0 -1.0 0.6 0.145
C 5.0085 3.5078 0.5406 0.2 0.4 0.1 -0.024
C 6.4792 3.1558 0.5249 -1.2 0.1 -0.2 -0.338
C 6.9497 2.4322 1.7530 -0.1 -0.5 0.2 -0.102
O 8.3346 2.7687 1.7826 0.1 0.3 -0.1 0.062
C 8.4560 3.9771 1.1671 0.7 0.7 -0.1 -0.542
O 9.4474 4.6432 1.1706 -0.6 -0.5 0.0 0.162
O 7.2928 4.3285 0.5479 0.7 -0.3 0.3 0.089
H 4.7810 4.2407 -0.2374 0.0 -0.2 -0.1 0.095
H 4.3948 2.6232 0.3809 0.2 0.1 0.1 0.053
H 4.7195 3.9605 1.4920 0.1 -0.1 0.0 0.077
H 6.7223 2.6016 -0.3894 0.1 -0.1 0.1 0.157
H 6.8123 1.3523 1.6847 0.2 0.1 0.0 0.140
H 6.4874 2.7949 2.6763 -0.1 0.0 -0.2 0.127
C 6.0438 2.6359 6.9243 0.1 -0.3 -0.2 -0.017
C 5.1671 3.4878 6.0331 0.8 -0.3 0.9 -0.341
C 3.7960 3.7477 6.5859 -0.2 0.4 0.5 -0.101
O 3.0380 3.9785 5.4003 0.1 -0.3 -0.5 0.071
C 3.6498 3.2849 4.4044 -0.3 -0.1 -0.6 -0.539
O 3.1859 3.1064 3.3159 0.2 0.0 0.6 0.145
O 4.8644 2.8154 4.8096 -0.7 0.2 -0.4 0.070
H 6.9133 2.2722 6.3718 0.0 0.2 0.1 0.090
H 6.3885 3.2044 7.7903 0.0 0.0 -0.1 0.095
H 5.5069 1.7529 7.2818 -0.1 0.1 0.0 0.089
H 5.6844 4.4198 5.7802 -0.1 0.0 0.0 0.165
H 3.7648 4.6163 7.2441 -0.1 0.0 -0.2 0.145
H 3.3655 2.8869 7.1072 0.2 0.0 0.0 0.141
```
Positions in Å, forces in eV/Å.

---

[3]
A molecular structure, C23H43Cl2N4NiO7Si at a distorted geometry, computed with ωB97M-V with the def2-TZVPD basis set.

The value obtained for the HOMO energy (spin up / spin down) is -5.36 / -5.36 eV. Its spin multiplicity is 3. The energy above the lowest of the compared OMol25 structures with the same formula, charge and spin is 5.677 eV. As for the total charge: -1. The expectation value of S² is 2.009. The calculation puts the frontier orbital gap (spin up / spin down) at 7.77 / 6.99 eV.

XYZ file:
```
81
Properties=species:S:1:pos:R:3:forces:R:3:lowdin_charge:R:1
C -2.1146 -0.1747 -4.7075 -0.8 0.0 -0.3 -0.049
C -1.3033 -0.9807 -3.7508 -0.8 -2.5 0.0 -0.290
H -1.4997 0.2688 -5.5132 -0.3 -0.2 0.4 0.093
H -2.6666 0.6290 -4.1674 0.5 -0.6 -0.5 0.090
H -2.8714 -0.8124 -5.1669 -0.1 0.0 -0.3 0.081
C -0.4298 -1.9387 -4.1277 -0.1 0.1 1.3 -0.131
C -0.5873 -2.6334 -5.4125 0.5 0.1 -1.1 -0.128
H 0.4147 -2.3233 -3.4840 -1.7 0.4 -0.3 0.098
H -0.2843 -1.9905 -6.2467 -0.1 -0.2 -0.3 0.070
H -1.6175 -2.9680 -5.5886 0.2 0.1 0.0 0.075
H 0.0649 -3.5032 -5.3963 0.0 -0.2 -0.3 0.064
Ni -1.5155 2.0830 1.9787 -2.3 -1.5 -0.9 0.077
Cl -3.6509 1.8095 1.8179 -0.6 0.6 0.7 -0.042
C -0.1929 -0.9119 2.5773 -0.1 0.8 -0.3 -0.405
O 0.8179 -0.3271 2.1952 -0.2 -0.8 0.5 -0.030
N -0.2715 -2.1869 3.0104 0.1 0.1 -0.1 -0.183
C 0.9409 -2.8970 3.3078 0.5 -0.1 -0.3 -0.068
C -1.4968 -2.8253 3.4179 -0.2 0.2 -0.1 -0.064
H -1.1514 -0.3582 2.5819 0.0 -0.7 0.0 0.070
H 1.7419 -2.1857 3.5298 -0.2 -0.1 0.0 0.090
H 1.2541 -3.5148 2.4581 0.0 0.0 0.0 0.066
H 0.7834 -3.5606 4.1567 0.0 0.1 0.1 0.083
H -2.3462 -2.1542 3.2917 0.1 0.1 0.0 0.093
H -1.4324 -3.1341 4.4613 0.0 0.2 0.2 0.081
H -1.6816 -3.7232 2.8258 0.0 -0.1 -0.2 0.069
H 1.7347 3.1922 5.7414 0.0 -0.2 -0.6 0.105
H -0.9928 2.4830 6.4308 -0.1 0.5 -0.3 0.066
C 1.3403 3.5469 4.7773 0.8 0.1 0.8 -0.008
C -0.8464 3.4581 5.9276 -0.3 0.3 0.5 -0.032
N -0.0714 3.2402 4.7276 -0.2 0.8 -0.4 -0.145
H 1.8515 3.1159 3.9152 0.0 0.0 0.3 0.101
C -0.5919 3.2014 3.5384 0.4 -0.3 -0.8 -0.313
O 0.0686 2.8148 2.4988 0.4 1.8 1.3 -0.104
H -1.7833 3.9647 5.6810 0.0 -0.1 0.1 0.097
H -1.6738 3.5293 3.3779 0.7 -0.4 0.8 0.143
H 1.4327 4.6546 4.7835 0.1 -0.5 -0.1 0.108
H -0.2406 4.1010 6.5714 -0.3 0.1 0.0 0.091
H 2.4089 0.7831 -3.7051 0.0 -0.2 0.2 0.084
H 2.4022 -2.1471 -3.4384 -0.2 0.1 -0.1 0.072
C 3.2402 0.5270 -3.0353 -0.1 0.5 -0.3 -0.046
C 3.1454 -1.8769 -2.6975 -0.2 -0.2 0.0 -0.073
N 2.9156 -0.5676 -2.1399 1.0 0.3 0.5 -0.189
H 3.5247 1.4172 -2.4655 -0.2 -0.3 0.0 0.083
C 3.2500 -0.4174 -0.8110 0.3 2.0 0.9 -0.291
O 3.4647 0.6673 -0.2494 -0.2 -2.2 -1.2 -0.001
H 3.1232 -2.6127 -1.8998 0.0 -0.2 0.0 0.075
H 3.3005 -1.3798 -0.2618 -0.2 0.3 -0.1 0.134
H 4.0856 0.2325 -3.6681 0.0 0.0 0.0 0.083
H 4.1101 -1.9124 -3.1894 0.4 -0.1 -0.1 0.083
O -0.4259 0.3978 -2.6912 -0.1 1.7 4.0 -0.265
C -1.4934 -0.5967 -2.3112 2.2 0.4 -1.0 -0.252
C 0.2019 -1.9111 -1.0405 -0.5 -0.5 0.5 -0.059
C -1.1478 -1.6877 -1.3041 0.4 0.0 -0.7 -0.221
H 0.8959 -1.1659 -1.3827 0.1 0.0 0.0 0.083
C 0.6138 -3.0604 -0.3633 -0.2 0.2 -0.2 -0.082
H -2.4417 -0.1306 -2.0714 -0.1 0.3 -0.1 0.126
C -2.1109 -2.6148 -0.8742 0.5 0.2 0.1 -0.023
H 1.6768 -3.1889 -0.1411 -0.4 -0.1 0.0 0.089
C -0.3300 -4.0237 0.0004 0.5 -0.5 0.3 -0.115
C -1.6868 -3.7861 -0.2422 -0.1 -0.5 0.3 -0.103
H -3.1699 -2.4111 -1.0153 0.1 -0.1 -0.1 0.114
H 0.0162 -4.9744 0.4953 -0.5 1.1 -0.5 0.113
H -2.4006 -4.5625 0.0909 0.3 0.7 -0.3 0.103
Si -0.2598 2.0589 -2.2295 -1.8 1.3 0.9 0.462
Cl -1.3185 0.9650 0.2143 0.9 -1.0 -1.6 0.345
C 1.1423 2.7078 -1.1665 1.2 -0.2 0.0 -0.196
C -1.3651 3.5306 -1.4168 -1.1 -0.3 0.0 -0.258
C -0.5124 2.5384 -4.0389 0.6 0.7 0.0 -0.170
H 1.6818 2.0217 -0.5268 0.1 -0.5 -0.1 0.008
H 0.7836 3.4746 -0.4683 0.0 -0.3 -0.5 0.014
H 1.8966 3.1825 -1.7860 0.4 0.2 -0.2 0.024
H 0.2994 2.1082 -4.6305 0.1 0.3 -0.2 0.023
H -0.5268 3.6291 -4.0519 0.3 0.1 -0.5 0.014
H -1.4424 2.1991 -4.5103 0.2 0.1 0.6 0.010
H -1.0335 3.9095 -0.4129 -0.3 -0.9 -0.8 -0.001
H -2.4478 3.3031 -1.3220 0.4 0.3 -0.2 0.010
H -1.2317 4.4140 -2.0693 -0.2 -0.3 -0.1 0.012
O -0.1739 0.8294 6.5846 -0.7 -0.8 -0.8 -0.111
N -0.5095 -0.0231 5.6922 1.2 0.1 0.5 -0.525
O 0.2137 -1.0564 5.6080 -1.7 1.1 -0.4 -0.032
O -1.4964 0.2216 4.9227 1.3 -0.5 1.0 -0.069
```
Positions in Å, forces in eV/Å.

---

[4]
A molecular structure, C31H48O3P2Tc at a distorted geometry, computed with ωB97M-V with the def2-TZVPD basis set.

The value obtained for the HOMO energy (spin up / spin down) is -12.55 / -13.05 eV. Its spin multiplicity is 4. The energy above the lowest of the compared OMol25 structures with the same formula, charge and spin is 0.000 eV. As for the total charge: +2. The expectation value of S² is 3.801. The calculation puts the frontier orbital gap (spin up / spin down) at 6.80 / 5.27 eV.

XYZ file:
```
85
Properties=species:S:1:pos:R:3:forces:R:3:lowdin_charge:R:1
Tc 0.4692 0.8267 -0.2154 -0.9 -3.7 -2.2 1.426
C 1.1809 1.1884 2.0003 -0.1 0.6 -0.1 -0.239
C 2.1546 1.4705 0.9786 -0.1 1.3 0.1 -0.301
C 0.2510 2.7736 0.6045 0.9 0.1 0.5 -0.328
C -0.0087 1.9132 1.7307 0.6 0.6 0.1 -0.269
C 1.6295 2.5565 0.1841 0.0 0.4 0.9 -0.322
C 1.4242 0.4439 3.2507 0.0 -0.7 0.0 0.008
H 2.3992 -0.0488 3.2266 -0.1 0.0 0.1 0.103
H 0.6546 -0.3192 3.4165 0.2 0.1 0.1 0.054
H 1.3861 1.1306 4.1089 0.0 0.0 -0.3 0.120
C -1.2215 1.9312 2.6063 -0.3 -0.4 -0.1 0.003
H -1.5091 0.9132 2.9182 0.1 0.3 -0.1 0.062
H -2.0666 2.3855 2.0717 0.2 -0.1 0.3 0.085
H -1.0405 2.5052 3.5299 0.0 -0.1 -0.4 0.111
C -0.7207 3.7649 0.0861 -0.3 0.2 -0.3 -0.011
H -0.5418 4.7430 0.5596 -0.1 -0.2 -0.2 0.117
H -1.7438 3.4376 0.3322 0.4 0.3 -0.2 0.089
H -0.6282 3.8593 -1.0052 -0.1 0.2 0.4 0.039
C 2.3618 3.2864 -0.8747 0.3 0.3 -0.4 -0.044
H 3.0787 4.0072 -0.4512 -0.3 -0.2 -0.1 0.115
H 1.6622 3.8315 -1.5239 0.3 -0.1 0.2 0.057
H 2.9262 2.5720 -1.4841 0.0 0.3 0.0 0.075
C 3.5099 0.8589 0.8651 0.1 -0.4 0.2 -0.005
H 4.1427 1.1529 1.7144 -0.1 0.0 -0.3 0.109
H 3.9967 1.1444 -0.0683 0.0 0.1 0.1 0.084
H 3.4304 -0.2397 0.8716 0.1 0.3 0.1 0.088
C -0.7471 -0.8586 0.4705 0.2 -1.3 0.9 -0.241
C 0.5803 -1.3091 0.7053 -1.1 -0.3 0.3 -0.157
C 1.2333 -2.3622 -0.1584 0.5 0.1 -0.5 -0.161
C 1.7216 -1.8012 -1.5103 0.8 -0.6 0.0 -0.235
C 0.8899 -0.7023 -2.1085 -0.4 2.0 2.2 -0.309
C -0.5319 -0.9802 -2.6155 0.0 1.1 0.3 -0.483
C -1.4135 -1.9810 -1.8745 -0.3 -0.1 -0.1 -0.198
C -1.7323 -1.6121 -0.4089 -0.4 0.2 -0.5 -0.156
H 0.5411 -3.1993 -0.3133 -0.1 0.2 0.1 0.118
H 1.8815 -2.6199 -2.2249 0.1 -0.1 0.3 0.082
H 2.0968 -2.7873 0.3755 -0.3 0.1 -0.2 0.123
H -2.0297 -2.5508 0.0921 0.3 0.3 0.1 0.140
H -1.2703 -0.5359 1.3775 0.2 0.0 -0.2 0.086
H 0.8673 -1.4101 1.7661 0.0 0.7 -0.6 0.097
H -2.6614 -1.0272 -0.4152 0.2 0.0 -0.1 0.117
H -2.4063 -1.9645 -2.3635 0.6 -0.2 0.2 0.100
H -1.1236 -0.0311 -2.5873 0.4 -0.3 -0.1 0.083
H -1.0122 -2.9953 -1.9988 -0.1 0.1 0.3 0.121
H 2.7376 -1.3985 -1.3442 -0.4 0.0 -0.1 0.112
H 1.4796 -0.0608 -2.7881 -0.3 -0.5 0.0 0.038
P -0.4285 -1.3407 -4.3566 -0.2 0.0 -0.2 0.931
P 0.2099 2.1536 -3.2656 -0.3 1.5 -2.4 0.915
C 0.1061 0.0893 -5.3351 0.1 0.1 -0.3 -0.318
C -0.4397 1.4764 -4.9412 -0.1 -0.7 0.5 -0.382
H -0.2267 -0.1461 -6.3694 0.3 0.0 0.4 0.117
H 1.2159 0.0827 -5.3337 -0.6 0.1 -0.1 0.092
H -0.0810 2.1801 -5.7141 -0.3 -0.3 0.5 0.079
H -1.5463 1.5196 -4.9475 0.5 -0.2 0.0 0.089
C -0.6626 3.7622 -3.6759 0.2 -0.1 0.7 -0.280
H -0.2777 4.5827 -3.0652 -0.2 0.0 -0.1 0.037
H -1.7343 3.6430 -3.5001 0.1 0.1 0.1 0.050
H -0.5246 4.0177 -4.7267 0.1 0.0 0.1 0.048
C 1.8408 2.5841 -4.0792 0.4 0.0 0.3 -0.273
H 1.7191 2.8465 -5.1459 -0.1 -0.1 0.6 0.059
H 2.5106 1.7140 -4.0359 0.0 0.3 0.1 0.040
H 2.3291 3.4337 -3.5801 -0.1 -0.4 -0.2 0.039
C -2.1020 -1.7353 -4.9049 0.2 -0.6 -0.5 -0.152
H -2.5972 -2.4543 -4.2339 0.2 0.3 -0.4 0.063
H -2.0383 -2.1825 -5.9101 -0.2 0.2 0.3 0.077
H -2.6699 -0.7959 -4.9489 0.1 -0.3 0.0 0.075
C 0.8218 -2.6188 -4.6300 0.0 -0.4 -0.3 -0.135
H 1.7603 -2.1542 -4.9881 -0.5 -0.2 0.3 0.082
H 0.4672 -3.3071 -5.4071 0.1 0.1 0.1 0.074
H 1.0281 -3.1883 -3.7104 -0.3 0.2 -0.5 0.052
O -0.7925 -0.2720 6.2397 -0.6 -0.6 1.2 0.135
C -1.3514 -1.4080 6.7274 0.7 1.3 0.8 -0.203
C -1.6230 -1.6619 8.0804 -0.2 -0.2 0.4 0.026
C -2.1357 -2.9066 8.4421 0.4 1.1 0.0 -0.002
C -2.3940 -3.8816 7.4514 0.1 -0.2 -1.2 -0.006
C -2.1306 -3.6057 6.1069 -0.3 -0.6 0.5 0.026
C -1.6048 -2.3654 5.7444 0.2 -0.2 -1.5 -0.015
C -1.2216 -1.8395 4.3718 -0.3 -0.6 -0.8 -0.629
O -0.0521 -2.1543 4.0115 -1.4 0.3 0.4 0.058
O -2.0784 -1.1343 3.7894 1.1 -0.8 0.4 0.056
H -0.7121 0.3812 6.9504 0.1 0.0 0.0 0.144
H -1.4127 -0.8844 8.8156 -0.1 -0.3 -0.1 0.131
H -2.3396 -3.1361 9.4921 0.1 0.2 -0.4 0.132
H -2.7875 -4.8537 7.7504 0.1 0.3 -0.2 0.126
H -2.3219 -4.3415 5.3236 0.0 0.2 0.4 0.137
```
Positions in Å, forces in eV/Å.